60
Properties=species:S:1:pos:R:3:forces:R:3:nbo_charge:R:1 method="wB97M-V/def2-TZVPD" homo_energy_ha="-0.3076 / -0.3522" total_energy_ev=-67280.43316 multiplicity=4 mol_weight_g_mol=417.251 lumo_ev="-0.447 / -0.601" s_squared=3.7560
V -0.45566 -0.02921 -2.77082 0.4 0.4 0.5 1.449
O -1.32660 0.65430 -1.08858 -0.2 0.5 -2.2 -0.948
C -0.28629 0.60832 -0.19455 -0.5 -2.1 0.2 -0.098
C 0.42891 -0.70210 -0.38409 2.3 2.7 -0.6 -0.087
O 1.15264 -0.66119 -1.60644 -1.4 0.1 -0.8 -0.993
H -0.78146 0.58072 0.73958 0.5 0.2 2.0 0.156
H 0.42246 1.40706 -0.27455 0.6 0.6 -0.2 0.136
H -0.21756 -1.50169 -0.40450 -1.7 -1.2 0.4 0.159
H 1.18501 -0.77112 0.37000 0.2 -0.6 1.4 0.132
O 3.37093 0.27968 -0.38401 0.4 -1.5 0.5 -0.979
H 2.47984 -0.12450 -0.43560 0.3 0.6 -0.5 0.494
H 3.90027 -0.53025 -0.57822 -0.2 1.1 0.1 0.482
O -2.28492 -1.78386 2.50491 0.7 -1.6 -1.4 -0.974
H -2.80719 -1.38442 3.15107 -1.8 1.0 1.4 0.476
H -1.42508 -1.41361 2.67561 0.8 0.3 -0.2 0.482
O -3.33341 -1.41552 -0.11355 0.5 0.4 -0.6 -0.961
H -2.64536 -0.81320 -0.47096 -0.7 -0.3 0.1 0.464
H -2.87566 -1.88155 0.59229 -0.2 0.1 0.2 0.476
O 2.93617 0.06819 -3.38544 -0.9 1.6 -1.2 -0.978
H 2.37744 -0.26850 -2.69221 -0.6 -0.3 1.0 0.496
H 3.70041 -0.45259 -3.35511 1.7 -1.1 -0.1 0.464
O -1.52787 -1.93488 -2.71570 -0.1 0.3 -0.9 -0.959
H -1.46507 -2.77788 -2.26919 0.5 -0.3 1.0 0.535
H -2.27939 -2.08863 -3.29355 -0.3 0.4 -0.1 0.501
O 0.16054 3.19998 1.37241 1.2 -0.8 -0.6 -0.969
H 0.83944 2.60813 0.95606 -0.6 0.8 1.1 0.468
H -0.24278 3.51307 0.55356 -0.5 0.5 -0.2 0.494
O -1.22048 3.43870 -1.15267 -0.7 2.9 0.5 -0.967
H -2.02194 3.70552 -0.65064 0.6 -0.2 -0.6 0.477
H -1.19130 2.51433 -1.04539 -0.2 -2.6 -0.1 0.488
O 1.84193 -3.25833 -0.79337 0.4 -1.0 -0.6 -0.955
H 1.75551 -3.31891 0.14667 0.3 -1.2 1.4 0.474
H 1.65563 -2.34246 -0.80432 0.0 1.9 -1.6 0.460
O 2.79476 2.82030 -1.69287 -1.2 -0.4 1.2 -0.982
H 2.86809 1.98770 -1.15028 0.6 0.8 -1.2 0.512
H 3.38022 2.79147 -2.43532 0.9 -0.5 -0.3 0.481
O 0.54394 1.97406 -3.21763 -0.9 -0.8 -0.5 -0.988
H 0.17522 2.78006 -3.59697 0.0 -0.1 0.3 0.507
H 1.45895 2.14750 -2.96377 0.4 0.2 0.5 0.532
O -1.08091 -3.48100 -0.13850 2.4 1.0 -1.0 -0.948
H -0.21092 -2.95282 -0.18276 -1.5 -2.0 -0.6 0.468
H -1.19361 -3.36092 0.78661 -1.1 -0.1 1.5 0.466
O -2.99255 1.50322 0.89795 -1.7 -0.8 -0.7 -0.935
H -2.21389 1.05368 0.59980 0.2 -0.2 -0.3 0.474
H -2.71793 2.23675 1.39142 0.8 1.5 1.3 0.461
O 2.39556 0.01004 2.92539 3.4 -1.7 -1.5 -0.963
H 2.86482 0.72748 3.37327 -0.2 0.0 -0.1 0.510
H 3.16698 -0.57216 2.49264 -2.6 2.0 1.3 0.514
O -3.95140 1.13940 -2.00897 -1.3 -0.9 -1.5 -0.950
H -4.11349 1.82266 -2.66286 0.2 0.2 0.3 0.459
H -3.29114 1.41310 -1.40269 1.0 0.6 1.0 0.494
O -0.62067 1.73114 3.74587 -0.4 0.9 1.6 -0.997
H -0.54445 0.80852 3.54685 0.1 -0.3 -1.0 0.469
H -0.45988 2.30907 3.00278 0.2 -0.1 -0.8 0.500
O 0.06403 -0.88828 3.21820 0.5 -0.2 -1.4 -1.007
H 0.98324 -0.53341 3.11584 -0.2 0.2 0.2 0.518
H -0.09171 -0.97993 4.13469 -0.1 -0.4 1.7 0.488
O 1.32637 -3.22067 1.77273 -1.3 -0.8 1.3 -0.970
H 0.95510 -2.44536 2.23137 0.0 -0.1 0.0 0.498
H 0.68616 -3.94522 2.01855 1.1 0.9 -0.4 0.493